Record 1
The following is a DFT calculation (ωB97M-V with the def2-TZVPD basis set) of 7 unconnected molecules or ions with the total composition C14H42O7.

Computed properties:
Relative energy (zero: lowest compared OMol25 entry of this formula, charge and spin) ... 49.2 kcal per mole
Electronic energy ... -29529.3395 eV
Kohn-Sham gap ... 10.272 eV
SMILES ... CCO.CCO.CCO.CCO.CCO.CCO.CCO

The geometry in ORCA input format:
```
! RIJCOSX wB97M-V def2-TZVPD def2/J DEFGRID3
* xyz 0 1
C -14.876 -7.069 -4.494
C -16.134 -6.249 -4.225
O -16.817 -6.666 -3.038
H -14.274 -6.596 -5.269
H -15.152 -8.052 -4.893
H -14.386 -7.313 -3.551
H -16.778 -6.300 -5.114
H -15.955 -5.171 -4.110
H -16.557 -5.971 -2.415
C -14.123 -5.527 -8.753
C -12.853 -4.704 -8.534
O -11.743 -5.596 -8.250
H -14.924 -4.812 -8.964
H -14.351 -6.014 -7.806
H -13.987 -6.223 -9.578
H -12.891 -4.047 -7.668
H -12.545 -4.185 -9.449
H -11.811 -6.341 -8.853
C -17.745 -8.156 2.190
C -16.835 -8.620 1.067
O -16.804 -7.689 -0.025
H -18.711 -7.877 1.772
H -17.310 -7.406 2.848
H -17.931 -9.026 2.826
H -17.218 -9.609 0.793
H -15.783 -8.764 1.338
H -16.620 -8.190 -0.830
C -17.679 -4.478 0.814
C -16.270 -4.183 0.310
O -15.909 -5.111 -0.703
H -18.353 -4.440 -0.042
H -18.032 -3.806 1.595
H -17.673 -5.495 1.208
H -15.580 -4.195 1.156
H -16.334 -3.221 -0.199
H -16.136 -6.032 -0.451
C -19.981 -4.164 -2.787
C -20.426 -5.168 -3.863
O -21.454 -4.628 -4.694
H -20.190 -3.186 -3.215
H -18.950 -4.414 -2.551
H -20.625 -4.322 -1.922
H -20.719 -6.096 -3.372
H -19.593 -5.398 -4.529
H -22.214 -5.215 -4.685
C -18.185 -6.682 -7.809
C -18.751 -7.641 -8.878
O -18.169 -8.928 -8.712
H -17.092 -6.646 -7.829
H -18.412 -6.992 -6.789
H -18.578 -5.683 -8.020
H -18.543 -7.200 -9.854
H -19.811 -7.745 -8.663
H -17.260 -8.944 -9.018
C -19.051 -10.143 -5.424
C -18.088 -9.356 -4.553
O -18.765 -8.842 -3.415
H -18.480 -10.754 -6.134
H -19.672 -9.564 -6.109
H -19.622 -10.871 -4.851
H -17.466 -8.626 -5.079
H -17.339 -10.099 -4.229
H -18.127 -8.202 -3.054
*
```

Löwdin atomic charge list, values in e, 6 entries:
1 C -0.065
2 C -0.295
3 O -0.105
4 H 0.065
5 H 0.064
6 H 0.079

---

Record 2
The following is a DFT calculation (ωB97M-V with the def2-TZVPD basis set) of 7 unconnected molecules or ions with the total composition C14H42O7S7.

Computed properties:
Relative energy (zero: lowest compared OMol25 entry of this formula, charge and spin) ... 57.1 kcal per mole
Electronic energy ... -105370.4686 eV
Kohn-Sham gap ... 8.240 eV

The geometry in ORCA input format:
```
! RIJCOSX wB97M-V def2-TZVPD def2/J DEFGRID3
* xyz 0 1
C 13.975 6.936 8.483
S 13.208 8.290 7.485
O 12.861 9.393 8.460
C 14.683 8.821 6.575
H 14.799 7.336 9.073
H 14.443 6.170 7.864
H 13.172 6.581 9.130
H 15.212 7.957 6.173
H 15.377 9.379 7.204
H 14.229 9.329 5.725
C 12.790 16.366 15.315
S 11.544 15.956 16.689
O 11.086 17.323 17.174
C 10.160 15.310 15.575
H 13.737 16.648 15.776
H 12.461 17.318 14.900
H 12.972 15.551 14.615
H 10.483 14.455 14.981
H 9.983 16.154 14.908
H 9.280 15.232 16.212
C 8.932 10.008 7.428
S 7.884 11.551 7.288
O 8.303 12.063 5.885
C 6.133 10.721 7.240
H 8.719 9.366 8.282
H 9.979 10.294 7.521
H 8.874 9.539 6.445
H 6.116 9.922 7.981
H 6.011 10.401 6.205
H 5.392 11.456 7.554
C 5.876 14.761 11.413
S 6.340 13.669 10.023
O 5.141 13.728 9.101
C 7.665 14.773 9.335
H 5.375 15.671 11.083
H 6.766 14.953 12.012
H 5.143 14.315 12.084
H 8.324 15.009 10.171
H 7.269 15.676 8.870
H 8.177 14.159 8.594
C 10.465 6.510 15.222
S 11.581 7.997 15.215
O 11.912 8.282 13.711
C 10.270 9.214 15.705
H 11.107 5.774 14.736
H 9.616 6.709 14.568
H 10.208 6.181 16.228
H 10.650 10.218 15.518
H 9.956 9.014 16.730
H 9.382 9.036 15.099
C 14.521 12.347 7.117
S 13.821 14.048 7.380
O 13.275 14.268 5.959
C 12.432 13.754 8.494
H 15.423 12.304 6.506
H 13.814 11.726 6.567
H 14.759 11.884 8.074
H 11.977 12.773 8.351
H 11.645 14.505 8.566
H 12.835 13.654 9.502
C 10.509 10.260 11.164
S 10.456 12.110 11.331
O 9.637 12.512 10.149
C 9.254 11.949 12.672
H 10.954 9.741 12.013
H 11.002 10.059 10.213
H 9.498 9.890 10.991
H 9.257 12.903 13.200
H 9.578 11.170 13.362
H 8.243 11.638 12.409
*
```

Löwdin atomic charge list, values in e, 6 entries:
1 C -0.249
2 S 0.829
3 O -0.580
4 C -0.269
5 H 0.053
6 H 0.048

---

Record 3
The following is a DFT calculation (ωB97M-V with the def2-TZVPD basis set) of 7 unconnected molecules or ions with the total composition C14H42O7S7.

Computed properties:
Relative energy (zero: lowest compared OMol25 entry of this formula, charge and spin) ... 31.8 kcal per mole
Electronic energy ... -105371.5649 eV
Kohn-Sham gap ... 8.683 eV

The geometry in ORCA input format:
```
! RIJCOSX wB97M-V def2-TZVPD def2/J DEFGRID3
* xyz 0 1
C 24.037 7.126 24.342
S 25.633 6.864 25.113
O 26.218 5.727 24.333
C 26.437 8.403 24.560
H 23.326 6.334 24.605
H 24.075 7.091 23.253
H 23.527 7.994 24.766
H 27.316 8.509 25.188
H 25.753 9.197 24.875
H 26.548 8.445 23.481
C 16.102 8.606 29.009
S 15.331 6.956 28.972
O 14.532 6.924 27.706
C 16.851 6.032 28.642
H 17.004 8.564 29.620
H 15.355 9.277 29.419
H 16.399 8.871 27.996
H 17.547 6.261 29.448
H 17.250 6.242 27.650
H 16.617 4.967 28.667
C 15.961 2.302 26.965
S 14.786 1.330 25.997
O 15.368 -0.043 25.838
C 13.525 1.268 27.296
H 16.269 1.778 27.874
H 15.438 3.196 27.311
H 16.874 2.593 26.449
H 12.569 0.971 26.866
H 13.379 2.273 27.692
H 13.773 0.560 28.084
C 21.551 3.778 23.609
S 21.083 3.721 25.349
O 22.005 4.619 26.093
C 19.526 4.668 25.374
H 20.807 3.357 22.938
H 22.512 3.274 23.527
H 21.726 4.836 23.395
H 19.645 5.603 24.826
H 19.357 4.814 26.436
H 18.682 4.162 24.902
C 16.913 -1.403 22.517
S 17.585 0.158 21.872
O 16.460 0.872 21.216
C 17.905 0.909 23.487
H 15.832 -1.273 22.601
H 17.238 -1.693 23.513
H 17.119 -2.117 21.723
H 18.226 1.930 23.284
H 18.662 0.391 24.078
H 17.009 0.833 24.106
C 22.616 2.410 30.492
S 22.466 4.125 31.036
O 23.856 4.597 31.263
C 22.005 4.745 29.389
H 23.142 2.324 29.547
H 21.636 1.928 30.448
H 23.124 1.895 31.309
H 21.029 4.344 29.110
H 22.828 4.531 28.714
H 21.845 5.826 29.399
C 27.834 4.780 20.796
S 26.320 5.761 20.671
O 25.946 5.607 19.236
C 25.283 4.603 21.596
H 28.402 5.323 20.028
H 27.724 3.769 20.415
H 28.399 4.931 21.713
H 25.364 3.662 21.044
H 24.208 4.799 21.570
H 25.621 4.566 22.630
*
```

Löwdin atomic charge list, values in e, 6 entries:
1 C -0.272
2 S 0.844
3 O -0.578
4 C -0.249
5 H 0.018
6 H 0.057